{"formula": "C10H19N2O3", "method": "ωB97M-V/def2-TZVPD", "e_tot_ha": -727.22200, "largest_force_ev_per_a": 6.038, "de_lowest_kj_mol": 370.0, "total_charge": 1, "e_homo_ev": [-11.81, -11.81], "elements": ["C", "C", "C", "C", "C", "C", "C", "C", "C", "C", "N", "N", "O", "O", "O", "H", "H", "H", "H", "H", "H", "H", "H", "H", "H", "H", "H", "H", "H", "H", "H", "H", "H", "H"], "positions_angstrom": [[1.080, -0.254, 3.454], [1.709, -1.255, 2.388], [-0.974, 0.577, 0.631], [0.042, 0.153, -0.553], [1.286, -0.350, 0.128], [0.611, 1.757, 1.975], [0.639, -1.018, -2.706], [-1.647, -0.072, -2.272], [-0.854, -2.215, -1.205], [-0.429, -0.814, -1.660], [0.492, 0.899, 3.147], [0.745, 3.115, 2.489], [1.037, -0.612, 4.606], [1.094, -1.193, 1.171], [-0.645, 1.759, 1.289], [2.859, -0.866, 2.433], [1.722, -2.239, 2.790], [-2.006, 0.640, 0.112], [-0.861, -0.293, 1.301], [0.427, 1.160, -0.989], [2.160, 0.157, 0.026], [0.869, -0.011, -3.171], [0.304, -1.665, -3.610], [1.623, -1.271, -2.412], [-2.386, -0.653, -2.923], [-2.403, 0.284, -1.509], [-1.257, 0.783, -2.945], [-0.219, -3.097, -1.366], [-1.742, -2.614, -1.807], [-1.200, -2.115, -0.132], [0.052, 1.408, 3.961], [-0.110, 3.423, 3.004], [0.883, 3.681, 1.620], [1.545, 3.089, 3.137]], "forces_ev_per_angstrom": [[-0.2, -2.2, 0.7], [4.0, 3.7, 2.2], [-0.5, -1.5, -1.2], [2.4, 1.4, 0.6], [-4.1, -0.6, 4.4], [-0.2, -3.7, -1.1], [-0.5, 2.0, -3.4], [-1.4, 0.7, -1.6], [-2.4, -0.8, 1.1], [-1.5, -0.6, -1.0], [-0.9, 3.6, -0.6], [-0.3, 0.5, -0.7], [0.6, -0.6, 0.2], [-0.8, 0.9, -4.4], [0.1, 0.7, -0.3], [-2.4, -1.0, -0.7], [-0.4, -0.7, 0.2], [1.8, 0.2, 1.6], [-0.9, 0.5, 0.1], [-0.8, -1.7, 0.1], [3.1, 0.8, -0.2], [-0.4, -0.8, 0.2], [0.5, 0.9, 1.8], [0.8, -1.1, 0.9], [1.6, 0.2, 0.6], [1.2, 0.0, -0.8], [-0.8, -1.0, 1.3], [0.8, 0.8, 0.5], [0.8, 1.1, 0.8], [0.3, -0.8, -1.1], [0.4, -1.5, -0.6], [0.3, 0.1, -0.3], [0.1, 0.0, 1.3], [-0.1, 0.6, -0.5]]}